{"formula": "C2H7N4", "method": "ωB97M-V with the def2-TZVPD basis set", "e_tot_ha": -299.10069, "orbital_gap_ev": 10.1, "e_lumo_ev": -3.83, "e_homo_ev": -14.0, "total_charge": 1, "smiles": "[H]/N=N/C/[NH+]=C/N", "species": ["C", "N", "C", "H", "H", "N", "N", "N", "H", "H", "H", "H", "H"], "coordinates": [[1.180229, 0.429159, -0.025609], [-2.919975, 0.503021, -0.103313], [-1.129552, -0.823326, 0.055263], [-3.214318, 1.501151, -0.114701], [-1.131874, -1.398073, 1.066342], [2.475613, 0.592219, -0.023869], [-1.671838, 0.526660, -0.028003], [0.499005, -0.747530, -0.096665], [3.001823, -0.171508, -0.442022], [-1.560851, -1.652887, -0.522939], [0.684134, 1.354960, 0.347897], [0.992488, -1.694323, -0.236373], [2.795112, 1.580473, 0.123996]], "forces_ev_per_a": [[-2.1, -1.2, 2.0], [1.5, 0.6, 0.2], [2.9, -2.0, 2.2], [0.0, -0.5, -0.1], [-0.6, 2.0, -0.9], [0.1, 0.3, -0.8], [-1.2, -1.0, 0.2], [-0.4, 0.8, -0.9], [0.8, 0.7, 0.3], [0.3, 0.9, -1.0], [-0.5, -1.1, -0.9], [-0.9, 2.2, 0.2], [0.2, -1.8, -0.5]], "nbo_charge": [0.38, -0.23, -0.09, 0.34, 0.24, -0.71, -0.18, -0.57, 0.43, 0.25, 0.24, 0.44, 0.45]}